Entry 1:
{"formula": "C45H50HgI2N5O2P2S2", "method": "the ωB97M-V functional and the def2-TZVPD basis", "de_lowest_kcal_mol": 12.6, "spin_multiplicity": 2, "gap_ev": [6.80, 6.19], "s_squared": 0.753, "e_homo_ha": [-0.2395, -0.2584], "charge": 0, "symbols": ["Hg", "C", "C", "P", "C", "C", "C", "C", "C", "C", "C", "C", "C", "C", "C", "C", "C", "P", "C", "C", "C", "C", "C", "C", "C", "C", "C", "C", "C", "C", "H", "H", "H", "H", "H", "H", "H", "H", "H", "H", "H", "H", "H", "H", "H", "H", "H", "H", "H", "H", "H", "H", "H", "H", "H", "H", "C", "C", "N", "N", "C", "S", "N", "N", "H", "H", "H", "H", "H", "H", "I", "C", "C", "C", "I", "C", "C", "C", "C", "N", "C", "C", "O", "H", "H", "H", "H", "C", "S", "C", "H", "H", "H", "H", "H", "H", "C", "C", "C", "O", "C", "H", "H", "H", "H", "H", "H", "H", "H"], "xyz": [[-0.424, 0.036, -0.510], [0.743, 0.998, 3.508], [0.852, -0.370, 2.798], [2.311, -0.904, 1.776], [3.232, 0.526, 1.078], [4.616, 0.374, 0.893], [5.345, 1.318, 0.189], [4.714, 2.431, -0.361], [3.349, 2.585, -0.199], [2.618, 1.633, 0.506], [3.420, -1.405, 3.163], [4.076, -0.486, 3.985], [4.902, -0.922, 5.011], [5.080, -2.284, 5.236], [4.426, -3.206, 4.433], [3.603, -2.766, 3.401], [-0.615, 1.672, 3.237], [-0.742, 2.626, 1.657], [0.026, 4.218, 2.236], [1.418, 4.306, 2.325], [2.037, 5.432, 2.850], [1.278, 6.507, 3.286], [-0.104, 6.445, 3.186], [-0.724, 5.315, 2.667], [-2.501, 3.110, 1.626], [-3.466, 2.697, 2.538], [-4.788, 3.107, 2.397], [-5.157, 3.936, 1.349], [-4.200, 4.354, 0.430], [-2.885, 3.937, 0.565], [1.575, 1.648, 3.228], [0.819, 0.857, 4.585], [-0.023, -0.527, 2.166], [0.833, -1.182, 3.527], [5.126, -0.484, 1.312], [6.414, 1.184, 0.061], [5.283, 3.158, -0.927], [2.837, 3.438, -0.631], [1.546, 1.766, 0.606], [3.943, 0.576, 3.816], [5.419, -0.200, 5.630], [5.725, -2.622, 6.038], [4.563, -4.268, 4.599], [3.089, -3.488, 2.773], [-0.880, 2.347, 4.052], [-1.378, 0.890, 3.176], [2.038, 3.498, 1.965], [3.119, 5.468, 2.909], [1.760, 7.387, 3.695], [-0.710, 7.280, 3.517], [-1.803, 5.299, 2.601], [-3.199, 2.055, 3.369], [-5.530, 2.774, 3.113], [-6.189, 4.249, 1.244], [-4.478, 4.996, -0.397], [-2.143, 4.250, -0.164], [3.292, -5.451, 0.436], [1.946, -5.140, 0.979], [1.295, -5.842, 1.845], [0.143, -5.130, 2.034], [0.041, -4.009, 1.294], [-1.198, -2.888, 1.309], [1.216, -4.028, 0.611], [1.562, -3.080, -0.341], [3.659, -6.359, 0.908], [3.986, -4.635, 0.641], [3.253, -5.614, -0.644], [-0.553, -5.448, 2.683], [2.390, -3.407, -0.819], [1.776, -2.222, 0.165], [-1.852, 4.338, -3.271], [-0.018, 3.355, -3.464], [1.003, 3.923, -4.229], [2.206, 3.282, -4.369], [3.685, 4.204, -5.538], [2.434, 2.036, -3.743], [3.641, 1.308, -3.837], [3.776, 0.117, -3.191], [2.704, -0.355, -2.417], [1.560, 0.278, -2.314], [1.391, 1.456, -2.966], [0.088, 2.107, -2.827], [-0.876, 1.568, -2.192], [0.839, 4.874, -4.715], [4.460, 1.713, -4.415], [4.690, -0.461, -3.255], [2.806, -1.276, -1.858], [-1.420, -3.549, -2.499], [-2.095, -1.888, -2.358], [-1.323, -1.134, -3.806], [-1.753, -4.006, -3.431], [-1.797, -4.122, -1.653], [-0.333, -3.507, -2.455], [-0.243, -1.281, -3.767], [-1.528, -0.064, -3.754], [-1.737, -1.556, -4.722], [-5.105, 0.916, -1.040], [-5.212, -0.415, -0.285], [-3.944, -0.423, 0.578], [-3.055, 0.550, 0.011], [-3.605, 1.037, -1.226], [-5.472, 1.739, -0.424], [-5.641, 0.912, -1.989], [-5.193, -1.246, -0.992], [-6.115, -0.492, 0.319], [-3.463, -1.402, 0.590], [-4.148, -0.123, 1.609], [-3.272, 0.411, -2.057], [-3.237, 2.047, -1.384]]}

Entry 2:
{"formula": "H36O22V2", "method": "the ωB97M-V functional and the def2-TZVPD basis", "de_lowest_kcal_mol": 0.0, "gap_ev": 7.58, "e_homo_ha": -0.5698, "charge": 2, "symbols": ["O", "V", "O", "O", "V", "O", "O", "H", "H", "O", "H", "H", "O", "H", "H", "O", "H", "H", "O", "H", "H", "O", "H", "H", "O", "H", "H", "O", "H", "H", "O", "H", "H", "O", "H", "H", "O", "H", "H", "O", "H", "H", "O", "H", "H", "O", "H", "H", "O", "H", "H", "O", "H", "H", "O", "H", "H", "O", "H", "H"], "xyz": [[-0.088, 30.612, 9.802], [1.434, 31.153, 9.943], [2.066, 30.434, 8.651], [3.618, 29.843, 6.701], [2.151, 29.376, 7.078], [2.463, 27.962, 7.768], [4.338, 29.385, 9.202], [4.562, 28.608, 8.667], [4.901, 29.982, 8.721], [5.295, 30.167, 5.140], [4.708, 29.959, 5.862], [5.967, 29.523, 5.217], [2.040, 28.401, 5.195], [2.711, 27.887, 4.777], [1.168, 28.072, 4.872], [3.330, 32.054, 10.289], [3.955, 31.830, 11.007], [3.880, 32.243, 9.487], [0.767, 32.841, 8.957], [-0.197, 32.832, 9.090], [0.863, 33.333, 8.163], [-2.277, 29.950, 9.205], [-2.386, 29.211, 9.738], [-1.314, 30.119, 9.398], [0.565, 25.962, 7.102], [0.400, 25.248, 6.426], [0.370, 25.558, 7.942], [2.089, 29.350, 10.953], [2.852, 28.955, 11.393], [1.740, 28.590, 10.477], [5.173, 27.326, 7.857], [5.696, 27.539, 7.102], [5.848, 26.880, 8.376], [0.070, 29.378, 7.220], [-0.449, 28.762, 7.703], [-0.588, 30.030, 7.000], [-1.708, 32.711, 9.903], [-1.926, 32.071, 10.555], [-2.484, 32.623, 9.422], [1.060, 31.891, 11.996], [0.160, 31.924, 12.315], [1.482, 31.857, 12.869], [2.471, 26.655, 9.983], [2.419, 27.028, 9.102], [3.184, 26.003, 9.915], [3.376, 25.345, 7.099], [2.477, 25.539, 7.355], [3.916, 26.026, 7.480], [3.463, 30.973, 3.304], [3.964, 30.752, 4.090], [3.173, 30.151, 2.940], [1.773, 31.316, 6.150], [1.406, 30.990, 5.309], [2.493, 31.882, 5.741], [4.321, 32.321, 7.889], [5.019, 31.726, 7.640], [4.016, 32.807, 7.126], [-0.218, 27.774, 9.703], [-0.062, 26.849, 9.841], [-0.676, 27.987, 10.509]]}

Entry 3:
{"formula": "C3H4O2", "method": "the ωB97M-V functional and the def2-TZVPD basis", "de_lowest_kcal_mol": 82.0, "gap_ev": 9.97, "smiles": "O=C[C@@H]1CO1", "e_homo_ha": -0.3393, "charge": 0, "symbols": ["O", "C", "C", "C", "O", "H", "H", "H", "H"], "xyz": [[-0.342, 0.272, 2.880], [0.392, 0.321, 1.960], [-0.094, 0.850, 0.228], [-0.123, -0.177, -0.806], [0.952, 0.773, -0.635], [1.314, -0.112, 1.734], [-0.714, 1.690, 0.238], [0.004, -1.359, -0.805], [-0.739, 0.111, -1.778]]}